Here is an isolated molecule of C5H7N at a distorted geometry from the OMol25 dataset. Energies are from the ωB97M-V functional and the def2-TZVPD basis.

```
13
Properties=species:S:1:pos:R:3:forces:R:3:nbo_charge:R:1
C 0.4346 1.6595 0.0590 2.0 -1.7 2.5 -0.569
C 0.0577 0.2173 -0.3329 0.2 0.3 0.1 -0.376
C -1.1809 -0.2901 0.4280 -0.4 0.5 0.2 -0.163
C -2.3836 -0.5454 -0.1569 2.7 0.0 0.1 -0.400
C 1.2861 -0.5422 -0.1751 0.5 -1.0 0.9 0.290
H 1.4387 1.9923 -0.3106 -1.3 -0.2 -0.1 0.234
H -0.4038 2.2191 -0.1559 -1.4 1.9 -0.6 0.214
H 0.5465 1.5841 1.1682 -0.1 0.6 -0.6 0.206
H -0.1238 0.3416 -1.3686 -0.6 -0.6 -1.3 0.239
H -1.0481 -0.2712 1.5573 -0.4 0.0 -1.5 0.208
H -3.2025 -0.6934 0.5574 -0.1 -0.3 -1.0 0.225
H -2.3421 -0.6776 -1.2925 -0.9 0.4 1.8 0.217
N 2.2645 -1.0699 0.1304 -0.4 0.2 -0.4 -0.327
```
Positions in Å, forces in eV/Å.

Results
Maximum force   3.65 eV/Å
Gap between HOMO and LUMO   11.38 eV
SMILES   C=C[C@@H](C)C#N
HOMO level   -10.43 eV
LUMO level   0.03503 Ha